# C3H5N3OS

A single C3H5N3OS molecule at a distorted geometry (the ωB97M-V functional and the def2-TZVPD basis, the Open Molecules 2025 dataset).

Each line ends with the Löwdin charge.
Atoms and positions in Å:
H -2.542 -0.338 1.463  0.05
N -2.314 -0.211 0.474  0.12
C -1.064 -0.146 0.281  -0.50
C 0.036 -0.144 1.319  -0.39
S 1.570 -0.960 0.769  0.99
C 1.816 -0.077 -0.753  -0.79
O 2.887 0.041 -1.289  0.02
N 0.668 0.561 -1.210  0.01
N -0.574 -0.103 -1.026  0.01
H -0.280 -0.648 2.224  0.07
H 0.277 0.889 1.600  0.09
H 0.814 0.901 -2.143  0.14
H -1.295 0.236 -1.710  0.16

## Properties
SMILES string ... [H]/N=C1\CSC(=O)NN1
Kohn-Sham gap ... 9.70 eV